A molecular structure, C6H14B2O3Pb. Source: the OMol25 dataset; level of theory: wB97M-V/def2-TZVPD.

The geometry in XYZ format:
```
26
Properties=species:S:1:pos:R:3:forces:R:3
C -1.32870 -1.29565 1.66930 0.2 0.2 -0.7
C -2.40434 -1.05892 0.58870 0.7 -0.2 0.4
B -1.88402 -1.12148 -0.88579 -0.1 0.0 0.2
O -2.62693 -1.75480 -1.83975 -0.2 0.2 0.0
B -0.41209 -0.41250 -1.42357 -0.2 -0.1 -0.1
C 1.02653 -0.67554 -0.83457 -0.2 0.4 -0.3
C 1.98264 0.53614 -0.93019 1.2 -0.5 0.9
C 2.18821 1.13363 0.51412 -0.8 0.0 -1.0
C 0.91702 1.69221 1.15979 0.4 0.0 0.5
O 0.87379 1.89192 2.31998 -0.3 -0.1 0.4
O -0.02542 1.97890 0.24049 -0.1 -0.6 -0.5
H -0.62800 -2.06025 1.34506 0.0 -0.4 0.1
H -1.75144 -1.59147 2.61735 0.0 0.1 0.3
H -0.72222 -0.39929 1.80567 0.0 0.2 0.3
H -2.81991 -0.05914 0.74417 -0.4 0.1 0.0
H -3.20733 -1.77415 0.72652 -0.3 0.0 -0.1
H -3.14793 -1.19345 -2.42276 0.1 -0.3 -0.4
H -0.46071 0.34046 -2.35865 0.1 0.2 0.1
H 1.02919 -0.99335 0.20186 -0.1 -0.2 0.2
H 1.48391 -1.48757 -1.39778 -0.1 -0.2 -0.2
H 1.61503 1.22711 -1.74463 -0.7 -0.6 0.1
H 2.96559 0.17790 -1.25568 0.2 0.1 -0.2
H 2.96019 1.95553 0.58541 0.4 -0.8 1.4
H 2.56712 0.35075 1.16124 0.4 0.0 0.1
H -0.89959 1.67002 0.54584 -0.2 0.6 0.1
Pb 2.70938 2.92298 -1.13212 0.1 1.8 -1.4
```
Positions in Å, forces in eV/Å.

Calculated values
* E_LUMO: -11.4 eV
* 2S+1: 1
* F_max: 2.274 eV Å⁻¹
* net charge: +2
* electronic energy: -19171.031 eV

natural (NBO) atomic charge list, values in e, 2 entries: C -0.576; C -0.792

A single C6H14BNO4 molecule. Source: the OMol25 dataset; level of theory: wB97M-V/def2-TZVPD.

The geometry in XYZ format:
```
26
Properties=species:S:1:pos:R:3:forces:R:3
C 1.48740 1.70883 -2.54672 -4.6 -3.8 0.7
C 0.97212 2.12720 -1.14428 -0.1 0.6 1.4
C -0.30799 1.37873 -0.70151 1.2 -0.8 2.2
C -0.06260 -0.12992 -0.50741 -1.1 -0.1 1.0
C -0.61761 -0.70184 0.81198 0.1 -1.6 1.4
N -2.08843 -0.69337 0.95186 1.1 2.6 0.4
B -0.04089 -2.31974 0.90649 -1.0 0.4 -0.7
O -1.01807 -3.24979 0.57742 0.1 1.4 0.1
O 1.24267 -2.60753 1.21770 -0.7 -0.5 -0.3
C 0.03486 -0.21842 2.15344 -1.3 0.6 -2.7
O 1.21415 -0.17680 2.35414 1.5 -0.1 0.2
O -0.82447 0.12627 3.05171 -1.6 0.5 1.9
H 1.91204 0.65159 -2.71009 -0.2 1.7 0.9
H 2.04337 2.45574 -2.92325 2.2 2.3 -1.7
H 0.48359 1.60308 -3.14510 1.8 0.5 0.5
H 0.67677 3.21400 -1.09474 0.4 -0.8 -0.7
H 1.73794 2.07885 -0.33262 -0.3 -0.4 -0.6
H -0.73690 1.71388 0.30836 0.8 0.2 -1.4
H -1.03289 1.55570 -1.42401 -1.6 0.3 -1.3
H -0.28471 -0.81530 -1.34499 0.0 0.5 0.3
H 0.90616 -0.27859 -0.18535 3.0 0.1 -0.6
H -2.51234 0.15007 0.46319 0.5 -2.1 0.4
H -2.22188 -1.60671 0.62800 -2.1 -1.2 -1.0
H -0.86267 -4.12738 0.25434 0.6 -0.6 0.1
H 1.67109 -1.84238 1.62720 0.2 0.4 0.0
H -1.77073 0.00381 2.75423 1.1 -0.3 -0.4
```
Positions in Å, forces in eV/Å.

Calculated values
* E_LUMO: 0.4 eV
* 2S+1: 1
* F_max: 5.967 eV Å⁻¹
* energy relative to the best compared isomer or geometry (same formula, charge and spin): 116.37 kJ/mol
* electronic energy: -16807.654 eV
* SMILES: CCCC[C@@](N)(B(O)O)C(=O)O

natural (NBO) atomic charge list, values in e, 2 entries: C -0.602; C -0.395

A molecular structure, C6H14BrMgN2O2. Source: the OMol25 dataset; level of theory: wB97M-V/def2-TZVPD.

The geometry in XYZ format:
```
26
Properties=species:S:1:pos:R:3:forces:R:3
Mg 6.25762 -5.25473 -7.68878 -1.1 1.2 1.1
Br 5.21654 -4.43105 -5.60165 0.8 -0.7 -1.0
C 5.33814 -3.32608 -11.22894 0.6 -1.4 0.4
C 5.14427 -3.15025 -9.69398 -1.9 2.6 -3.7
O 5.57130 -3.89854 -8.82653 1.6 -1.9 1.1
N 4.34965 -2.13409 -9.37398 0.0 0.2 0.0
C 3.88392 -1.88790 -8.02257 0.3 -1.6 0.9
H 6.36119 -3.37839 -11.60140 0.4 0.8 0.7
H 4.78186 -2.70336 -11.92957 -0.1 0.3 0.7
H 5.11291 -4.36278 -11.47915 -0.7 -0.2 0.2
H 3.77271 -1.69462 -10.07691 0.6 0.0 -0.4
H 4.69644 -2.04076 -7.31225 0.3 0.8 -0.1
H 3.31434 -2.77995 -7.76194 -0.9 0.3 0.2
H 3.33028 -0.95893 -7.88623 0.3 -0.2 -0.3
C 5.84479 -4.98318 -1.68112 0.4 0.5 0.3
C 4.55532 -5.87568 -1.59474 1.7 3.1 -0.4
O 4.02152 -6.02669 -0.54345 -0.8 -1.2 1.9
N 3.99904 -6.13180 -2.77860 1.7 -0.2 -1.6
C 2.69772 -6.64210 -2.94089 -1.7 0.7 -0.2
H 6.21260 -4.64264 -2.64903 0.0 -0.9 -0.4
H 6.68687 -5.28401 -1.05782 -0.1 -0.9 -0.3
H 5.71974 -4.00094 -1.22541 -1.1 0.0 0.3
H 4.44139 -5.63265 -3.53706 -0.2 -0.4 0.0
H 2.44350 -7.24389 -2.06834 -0.2 0.0 -0.4
H 2.46959 -7.09224 -3.90703 0.8 -0.8 0.1
H 2.03066 -5.78538 -3.03664 -0.6 0.2 0.7
```
Positions in Å, forces in eV/Å.

Calculated values
* E_LUMO: -6.2 eV
* 2S+1: 1
* F_max: 4.934 eV Å⁻¹
* net charge: +1
* energy relative to the best compared isomer or geometry (same formula, charge and spin): 0.00 kJ/mol
* electronic energy: -89006.845 eV

natural (NBO) atomic charge list, values in e, 2 entries: Mg 1.740; Br -0.756

3 unconnected molecules or ions with the total composition C6H14ClN2O2. Source: the OMol25 dataset; level of theory: wB97M-V/def2-TZVPD.

The geometry in XYZ format:
```
25
Properties=species:S:1:pos:R:3:forces:R:3
Cl 0.73874 7.07607 18.50706 0.0 0.0 0.1
C 4.80503 4.84538 19.01015 -0.8 0.1 0.9
C 5.01257 6.33310 18.89126 1.3 0.1 -0.2
O 6.08727 6.83797 19.23297 -0.5 -0.1 -0.2
N 4.03400 7.00390 18.26630 0.4 0.4 -0.3
C 4.15854 8.41230 17.95983 -1.0 0.9 1.1
H 3.73940 4.60538 18.96845 0.1 -0.1 -0.3
H 5.14574 4.52121 19.99403 0.3 -0.1 -0.2
H 5.35161 4.33650 18.22160 0.0 0.0 0.0
H 3.07900 6.66585 18.34863 -0.2 0.0 -0.3
H 4.60888 8.74212 17.02486 0.1 -0.8 -0.3
H 4.67922 8.96997 18.74150 0.2 -0.3 0.1
H 3.12992 8.77960 18.00752 0.1 0.1 -0.4
C 1.07110 10.68842 19.91049 0.5 -0.9 -0.5
C -0.35490 10.97384 19.42808 1.3 1.4 1.8
O -0.79147 12.11791 19.58586 -0.5 -0.5 -0.7
N -0.97925 9.93004 18.91015 -0.5 -0.4 -0.5
C -2.30836 9.96516 18.32525 -0.1 -0.3 1.5
H 1.45676 9.79002 19.41546 0.1 0.2 -0.2
H 1.24659 10.43900 20.95970 -0.8 0.4 0.2
H 1.70730 11.54114 19.68171 -0.1 0.0 -0.1
H -0.54316 9.02632 19.07501 0.1 -0.2 -0.6
H -2.56004 8.92794 18.11639 -0.1 0.1 -0.5
H -2.42405 10.62819 17.47422 0.3 -0.1 -0.2
H -3.00648 10.29442 19.10230 -0.2 0.2 -0.2
```
Positions in Å, forces in eV/Å.

Calculated values
* E_LUMO: 3.5 eV
* 2S+1: 1
* F_max: 2.609 eV Å⁻¹
* net charge: -1
* energy relative to the best compared isomer or geometry (same formula, charge and spin): 46.83 kJ/mol
* electronic energy: -26050.579 eV

natural (NBO) atomic charge list, values in e, 2 entries: Cl -0.938; C -0.698

2 unconnected molecules or ions with the total composition C6H14ClN2P. Source: the OMol25 dataset; level of theory: wB97M-V/def2-TZVPD.

The geometry in XYZ format:
```
24
Properties=species:S:1:pos:R:3:forces:R:3
C -2.79907 -2.50216 -0.24951 0.1 2.8 1.3
C 0.50911 -0.47077 -1.13143 3.2 0.2 1.8
C 0.07433 0.30743 1.24342 1.0 -2.0 -1.4
C 0.96258 0.54802 0.00012 -0.6 1.0 -0.3
C 0.71248 1.94391 -0.58666 2.1 2.3 2.5
C 2.41105 0.41819 0.39754 0.8 -3.4 -0.3
N -0.92347 -0.65451 -1.30485 2.0 0.8 -0.4
N -0.54691 -1.08561 1.12426 -1.2 0.7 0.2
P -1.71082 -1.17533 -0.00998 -1.4 -1.2 -0.5
Cl -2.60072 1.80380 0.82131 -0.3 -1.0 -0.4
H -3.26641 -2.67623 0.75361 0.1 -0.1 -0.9
H -3.52589 -2.03013 -0.96556 0.3 -1.0 0.3
H 1.09108 -0.14270 -1.99760 -1.0 0.0 -0.4
H 1.04363 -1.37700 -0.81286 -0.6 -0.5 -0.3
H 0.54247 0.18216 2.17228 1.4 0.5 1.1
H -0.54192 1.14619 1.23897 -2.1 0.6 0.6
H -0.33292 2.00429 -0.86411 0.0 0.7 -0.5
H 1.54441 2.41002 -1.25227 -1.7 -1.6 0.3
H 0.93655 2.65645 0.32146 -1.1 -0.9 -1.4
H 2.98046 1.10885 1.05102 -1.3 0.0 -0.1
H 2.95870 0.44433 -0.55950 0.4 -0.5 0.4
H 2.41682 -0.67316 0.89897 0.8 2.2 -1.1
H -1.12440 -0.62142 -2.28061 -1.2 -0.1 -0.1
H -0.81116 -1.56463 1.99202 0.2 0.6 -0.3
```
Positions in Å, forces in eV/Å.

Calculated values
* E_LUMO (alpha / beta): -0.9 / -0.9 eV
* 2S+1: 1
* F_max: 3.977 eV Å⁻¹
* energy relative to the best compared isomer or geometry (same formula, charge and spin): 267.31 kJ/mol
* electronic energy: -31237.341 eV

natural (NBO) atomic charge list, values in e, 2 entries: C -0.999; C -0.236

A gas-phase ion, C6H14ClN3OP (charge +1). Source: the OMol25 dataset; level of theory: wB97M-V/def2-TZVPD.

The geometry in XYZ format:
```
26
Properties=species:S:1:pos:R:3:forces:R:3
C -1.76613 1.67899 -1.54109 -0.3 0.0 0.3
C -1.28801 0.78960 -0.38238 -1.4 0.5 -1.0
N 0.19718 0.44004 -0.38208 -0.7 -0.7 1.5
C 0.61232 0.25331 1.07383 0.0 -0.9 0.4
C 0.04966 -1.04309 1.74961 0.7 0.1 0.8
C 1.10062 -2.17617 1.89934 -0.5 0.6 0.0
Cl -0.37711 -0.53908 3.44402 -0.1 0.1 -0.4
N 1.04061 1.34465 -1.08844 -0.2 0.8 0.2
C 1.31370 2.40764 -0.48238 0.4 -1.3 0.2
O 1.72697 3.30145 0.09221 -0.2 0.7 -0.2
P 0.35426 -1.14441 -1.31481 0.4 -0.9 -3.5
N 0.19320 -1.01268 -2.85769 -0.3 0.8 1.7
H -1.90575 1.13784 -2.47762 0.3 0.1 0.1
H -1.16382 2.57973 -1.67115 0.0 -0.2 -0.1
H -2.76170 2.03846 -1.25498 0.1 -0.1 0.0
H -1.60647 1.25430 0.55449 0.7 0.0 0.1
H -1.85003 -0.14896 -0.45002 0.3 0.0 0.1
H 0.23904 1.08064 1.68092 0.2 0.3 -0.5
H 1.70161 0.17497 1.10446 -0.1 0.3 -0.1
H -0.88785 -1.39120 1.32028 0.1 0.0 0.0
H 1.10226 -2.84509 1.03517 0.1 0.0 0.2
H 0.85448 -2.71589 2.81401 0.0 -0.3 -0.3
H 2.09225 -1.74554 2.06556 -0.1 -0.1 -0.2
H 1.64494 -1.61749 -0.97990 -0.3 0.2 0.7
H -0.61704 -2.04407 -0.80310 0.4 0.5 0.7
H 0.00081 -0.05794 -3.14826 0.2 -0.2 -0.7
```
Positions in Å, forces in eV/Å.

Calculated values
* E_LUMO: -4.0 eV
* 2S+1: 1
* F_max: 3.600 eV Å⁻¹
* net charge: +1
* electronic energy: -34767.908 eV
* SMILES: CC[N@+](C[C@@H](C)Cl)(N=C=O)[PH2]=N

natural (NBO) atomic charge list, values in e, 2 entries: C -0.636; C -0.250

A single C6H14ClNO molecule. Source: the OMol25 dataset; level of theory: wB97M-V/def2-TZVPD.

The geometry in XYZ format:
```
23
Properties=species:S:1:pos:R:3:forces:R:3
N 2.92483 -1.20494 0.26832 0.0 0.0 0.0
C 2.64890 0.20728 0.02117 0.0 0.0 0.0
C 1.56073 0.38567 -1.02984 0.0 0.0 -0.1
O 0.26506 0.08691 -0.55098 0.0 -0.1 0.1
C -0.32202 1.13702 0.19060 -0.1 0.0 -0.1
C -1.48102 0.60695 1.01429 0.0 0.0 -0.1
C -2.64879 0.08206 0.17890 0.1 0.0 0.0
C -2.42062 -1.23211 -0.55631 -0.1 0.0 -0.1
Cl -1.81836 -2.54039 0.51438 0.0 0.0 0.0
H 3.06311 -1.40326 1.24713 0.0 0.0 0.0
H 3.74377 -1.52426 -0.22775 0.0 0.0 0.0
H 3.53659 0.76051 -0.30955 0.0 0.0 0.0
H 2.32709 0.67434 0.95431 0.0 0.0 0.0
H 1.58679 1.40520 -1.43912 0.0 0.0 0.0
H 1.74720 -0.31498 -1.84576 0.0 0.0 0.0
H -0.67976 1.91194 -0.50550 0.0 0.0 0.0
H 0.41399 1.61503 0.84770 0.0 -0.1 0.0
H -1.84112 1.43468 1.63199 0.0 0.0 0.0
H -1.12515 -0.17197 1.69062 0.0 0.0 0.0
H -2.88650 0.83442 -0.58296 -0.1 -0.1 0.0
H -3.53693 -0.01972 0.80703 0.1 0.0 0.1
H -1.69684 -1.12760 -1.35848 0.1 0.0 0.1
H -3.36098 -1.60280 -0.96019 0.0 0.1 0.0
```
Positions in Å, forces in eV/Å.

Calculated values
* E_LUMO: 1.0 eV
* 2S+1: 1
* F_max: 0.159 eV Å⁻¹
* energy relative to the best compared isomer or geometry (same formula, charge and spin): 0.00 kJ/mol
* electronic energy: -22508.749 eV
* SMILES: NCCOCCCCCl

natural (NBO) atomic charge list, values in e, 2 entries: N -0.840; C -0.249

A molecular structure, C6H14ClORhTc. Source: the OMol25 dataset; level of theory: wB97M-V/def2-TZVPD.

The geometry in XYZ format:
```
24
Properties=species:S:1:pos:R:3:forces:R:3
Rh -1.33589 1.86942 1.26745 -0.8 1.4 -1.7
Cl -3.08396 3.18466 0.62631 -0.3 1.0 -0.1
C -2.36409 0.32608 0.56209 -1.6 -2.7 -0.7
H -1.85540 -0.61616 0.84377 -0.1 -0.1 -0.1
H -2.49604 0.39472 -0.53013 0.0 0.0 0.4
H -3.35635 0.33827 1.04146 0.3 -0.1 -0.1
Tc 0.37905 -0.40589 -0.59300 0.1 0.0 -0.9
C 2.07289 0.14981 -1.65164 0.7 -0.3 -0.4
C -0.65394 -0.48298 -2.36215 -0.1 -0.3 -0.7
C 0.84370 -2.29533 -0.35652 -0.5 -1.4 1.4
H -1.02213 -1.51078 -2.48237 0.0 0.0 0.2
H -1.52254 0.17058 -2.47787 0.1 0.2 0.3
H 0.00227 -0.30710 -3.22379 -0.2 0.0 0.2
H 2.84085 -0.63458 -1.49292 -0.3 0.3 0.0
H 1.88939 0.17515 -2.74415 0.1 0.0 0.7
H 2.54685 1.10902 -1.37803 -0.4 -0.1 0.2
H 0.09394 -3.12761 -0.37057 0.0 1.0 -0.5
H 1.74707 -2.82737 -0.01643 0.3 0.9 -0.5
C 1.04144 0.33402 2.43000 0.5 -0.3 0.7
C 0.16308 1.55033 2.41214 2.8 1.5 1.6
O 0.20743 2.51157 3.16490 0.0 -1.5 0.1
H 1.72795 0.35762 1.56173 -0.4 0.0 0.2
H 0.45828 -0.59895 2.44298 0.1 0.3 -0.3
H 1.67619 0.33548 3.32674 -0.1 0.1 -0.1
```
Positions in Å, forces in eV/Å.

Calculated values
* E_LUMO (alpha / beta): -0.4 / -3.2 eV
* 2S+1: 8
* F_max: 3.530 eV Å⁻¹
* ⟨S²⟩: 15.815
* energy relative to the best compared isomer or geometry (same formula, charge and spin): 269.44 kJ/mol
* electronic energy: -26214.581 eV

natural (NBO) atomic charge list, values in e, 2 entries: Rh 0.959; Cl -0.553